{"formula": "C6H14N2O", "method": "the ωB97M-V functional and the def2-TZVPD basis", "species": ["C", "C", "C", "C", "N", "C", "C", "N", "O", "H", "H", "H", "H", "H", "H", "H", "H", "H", "H", "H", "H", "H", "H"], "positions_angstrom": [[1.56938, 0.00060, -0.74044], [1.67932, 0.75340, 1.60127], [-0.94300, 1.65825, -0.65607], [0.06971, -2.08547, -0.61672], [1.47658, -0.31545, 0.65850], [-0.98601, 0.21048, -0.18936], [0.25444, -0.60253, -0.39109], [-2.12264, -0.42268, -0.76913], [-1.11563, 0.36419, 1.41579], [-1.02517, -0.51812, 1.79358], [-2.94413, 0.16347, -0.70025], [-2.32181, -1.33031, -0.37024], [1.60372, 1.04799, -1.02866], [2.26062, -0.63867, -1.28375], [2.75912, 0.93922, 1.64284], [1.18935, 1.69721, 1.34190], [1.34593, 0.43440, 2.58701], [-1.86152, 2.15116, -0.34273], [-0.11517, 2.19583, -0.20775], [-0.85792, 1.68967, -1.74064], [1.04098, -2.56791, -0.69549], [-0.45393, -2.55782, 0.21767], [-0.50224, -2.26691, -1.52625]], "lowdin_charge": [-0.14, -0.13, -0.02, -0.03, -0.07, -0.49, -0.31, 0.10, -0.09, 0.06, 0.09, 0.08, 0.11, 0.11, 0.09, 0.07, 0.08, 0.09, 0.06, 0.10, 0.08, 0.08, 0.08], "relative_energy_kj_mol": 275.1, "e_homo_ev": -8.5, "smiles": "CN1C[C@]1(C)[C@@](C)(N)O", "e_tot_ev": -11474.9188, "e_lumo_ev": 0.93}

{"formula": "C16H25N5O6Pt", "method": "the ωB97M-V functional and the def2-TZVPD basis", "species": ["O", "H", "Pt", "N", "N", "N", "N", "O", "O", "O", "O", "C", "C", "C", "C", "C", "H", "H", "H", "C", "H", "H", "H", "C", "C", "H", "H", "H", "H", "H", "H", "H", "H", "C", "H", "H", "H", "O", "H", "H", "N", "C", "C", "C", "C", "C", "C", "C", "H", "H", "H", "H", "H"], "positions_angstrom": [[-0.76382, 0.22721, -4.37627], [-1.16891, 0.11655, -5.25204], [-0.31840, 0.10485, -1.04684], [-0.14603, 1.66282, 0.18086], [1.10691, 1.13653, -1.96429], [-1.51754, -0.87071, 0.18364], [-0.60441, -1.61934, -1.99521], [-0.76792, 1.80964, 1.29954], [-1.94543, -0.41441, 1.36823], [-0.12970, -1.91450, -3.22082], [1.71505, 0.69831, -2.97555], [1.41606, 2.35375, -1.40025], [0.74650, 2.61960, -0.19378], [-1.88949, -2.11326, -0.15236], [-1.34447, -2.55205, -1.38313], [0.94919, 3.74194, 0.75052], [1.32930, 3.37259, 1.71313], [0.01422, 4.28378, 0.94843], [1.69001, 4.43944, 0.34874], [2.47657, 3.13552, -2.07560], [2.21151, 3.33868, -3.12256], [3.41813, 2.56973, -2.07577], [2.63904, 4.08222, -1.55722], [-2.69356, -2.91278, 0.80187], [-1.50725, -3.89897, -1.98158], [-3.39747, -2.29923, 1.37107], [-2.04372, -3.41460, 1.53248], [-3.24316, -3.69220, 0.26477], [-0.82566, -4.01508, -2.82839], [-2.53965, -4.04759, -2.32154], [-1.29641, -4.66729, -1.22984], [-1.54862, 0.54810, 1.40713], [-0.27176, -1.03021, -3.76631], [-1.65616, 0.99147, -3.51373], [-1.15115, 1.92074, -3.23713], [-1.92976, 0.41182, -2.60339], [-2.56151, 1.23646, -4.08370], [-4.68246, 2.53545, -1.31917], [-4.99642, 1.73106, -0.86360], [-4.10763, 2.96123, -0.66108], [1.83229, -0.97647, 0.17162], [1.95711, -0.93067, 1.33893], [2.21058, -0.94245, 2.73722], [1.33257, -0.29089, 3.61439], [1.58705, -0.31952, 4.98529], [2.71534, -0.99242, 5.47185], [3.59461, -1.63747, 4.59024], [3.34214, -1.61275, 3.21825], [0.46277, 0.23162, 3.20955], [0.90186, 0.18537, 5.66963], [2.91163, -1.01381, 6.54471], [4.47512, -2.15924, 4.96740], [4.01291, -2.10854, 2.51166]], "lowdin_charge": [-0.13, 0.12, 1.27, -0.26, -0.32, -0.22, -0.22, -0.13, -0.05, -0.07, -0.06, -0.26, -0.29, -0.28, -0.27, -0.03, 0.09, 0.09, 0.07, -0.03, 0.09, 0.09, 0.07, -0.02, -0.01, 0.08, 0.10, 0.08, 0.08, 0.09, 0.09, 0.03, 0.06, -0.13, 0.07, 0.04, 0.09, -0.07, 0.04, 0.04, 0.16, -0.15, -0.23, -0.02, -0.07, -0.08, -0.07, -0.03, 0.11, 0.11, 0.10, 0.11, 0.12], "spin_multiplicity": 3, "relative_energy_kj_mol": 0.0, "e_homo_ev": [-5.3, -8.1], "s2": 2.048, "e_tot_ev": -39972.4586, "e_lumo_ev": [-0.16, -0.70]}

{"formula": "C6H15N3", "method": "the ωB97M-V functional and the def2-TZVPD basis", "species": ["C", "C", "C", "N", "H", "H", "H", "H", "H", "H", "H", "C", "C", "N", "N", "C", "H", "H", "H", "H", "H", "H", "H", "H"], "positions_angstrom": [[0.37718, 1.48771, 1.41619], [1.58082, -0.81177, 0.51045], [-0.15393, 0.08533, 1.12767], [-0.69834, -0.63906, 2.08752], [-0.05245, -0.78758, 2.86289], [0.74195, 2.02345, 0.54190], [1.20978, 1.42593, 2.11878], [-0.41419, 2.08116, 1.87603], [1.61136, -1.90120, 0.48493], [2.34647, -0.35822, -0.12103], [1.94253, -0.62069, 1.52248], [0.82219, -0.01905, -2.22211], [-0.92539, -0.07222, -0.28820], [-1.40204, 1.21964, -0.74942], [-2.05722, -0.98533, -0.21039], [0.19920, -0.67001, -1.03588], [-2.11178, 1.55006, -0.10256], [-1.87959, 1.09725, -1.63710], [-1.71395, -1.93909, -0.12108], [-2.49934, -0.81519, 0.69463], [0.17186, -1.75384, -1.10946], [0.79972, 1.06699, -2.15487], [1.85227, -0.35338, -2.37591], [0.25291, -0.31089, -3.11545]], "lowdin_charge": [-0.05, -0.02, -0.47, 0.07, 0.04, 0.07, 0.07, 0.08, 0.06, 0.04, 0.05, -0.07, -0.58, 0.08, 0.07, -0.12, 0.09, 0.08, 0.07, 0.07, 0.12, 0.08, 0.08, 0.10], "relative_energy_kj_mol": 429.4, "e_homo_ev": [-8.1, -8.1], "e_tot_ev": -10931.4595, "e_lumo_ev": [0.35, 0.35]}

{"formula": "C12H33FN3O3Pd", "method": "the ωB97M-V functional and the def2-TZVPD basis", "species": ["Pd", "F", "C", "C", "C", "O", "C", "N", "H", "H", "H", "H", "H", "H", "H", "H", "H", "H", "H", "C", "C", "C", "O", "C", "N", "H", "H", "H", "H", "H", "H", "H", "H", "H", "H", "H", "C", "C", "C", "O", "C", "N", "H", "H", "H", "H", "H", "H", "H", "H", "H", "H", "H"], "positions_angstrom": [[28.12513, -9.19627, 23.95856], [24.78605, -9.94081, 23.78787], [18.83218, -12.85624, 21.75557], [18.84165, -11.83984, 20.67194], [17.39942, -11.50514, 20.07022], [16.77639, -12.69385, 19.60681], [15.55152, -12.45709, 19.02142], [19.50945, -10.67430, 21.14237], [18.77501, -13.85772, 21.32908], [17.92577, -12.87581, 22.36063], [19.70159, -12.79349, 22.41002], [19.35514, -12.33873, 19.85002], [17.38000, -10.58440, 19.48715], [16.84779, -11.18065, 20.95256], [14.94372, -12.07730, 19.84266], [15.00743, -13.38237, 18.83189], [15.57648, -11.69331, 18.24417], [19.19150, -10.44740, 22.07379], [20.47887, -10.80101, 21.39591], [22.06598, -7.19567, 28.29935], [20.73847, -7.41341, 27.47168], [20.30200, -6.13443, 26.81329], [20.11087, -4.98330, 27.62407], [21.09998, -3.95594, 27.39294], [20.92106, -8.52147, 26.45909], [22.11044, -6.33385, 28.96523], [22.88510, -7.10780, 27.58560], [22.36261, -8.09055, 28.84643], [19.91405, -7.62012, 28.15410], [19.34276, -6.28037, 26.31664], [20.98736, -5.84001, 26.01851], [21.05117, -3.08665, 28.04871], [21.03949, -3.58511, 26.36974], [22.15162, -4.21516, 27.51525], [21.77845, -8.41382, 25.93624], [21.05939, -9.42727, 26.88397], [25.28600, -11.12575, 15.07153], [24.38171, -10.30998, 16.02298], [22.94554, -10.26009, 15.50432], [22.44975, -11.60824, 15.65186], [21.10611, -11.87093, 15.24629], [24.38084, -10.93470, 17.42375], [26.26832, -11.16640, 15.54217], [25.26954, -10.70803, 14.06488], [24.93111, -12.15127, 14.96933], [24.63150, -9.25448, 16.13079], [22.85862, -10.00327, 14.44857], [22.31066, -9.55954, 16.04678], [21.01449, -12.94484, 15.40892], [20.90564, -11.78106, 14.17866], [20.38800, -11.37811, 15.90169], [23.55967, -11.52019, 17.47858], [24.16924, -10.34198, 18.21369]], "lowdin_charge": [0.99, -0.03, -0.08, -0.44, -0.18, -0.18, -0.13, 0.03, 0.08, 0.08, 0.08, 0.13, 0.12, 0.11, 0.08, 0.10, 0.09, 0.08, 0.07, -0.06, -0.38, -0.24, -0.17, -0.11, 0.04, 0.07, 0.06, 0.06, 0.14, 0.13, 0.11, 0.09, 0.08, 0.07, 0.05, 0.06, -0.06, -0.38, -0.20, -0.23, -0.09, 0.03, 0.07, 0.08, 0.08, 0.13, 0.12, 0.12, 0.09, 0.09, 0.09, 0.04, 0.04], "charge": 1, "spin_multiplicity": 3, "relative_energy_kj_mol": 1018.1, "e_homo_ev": [-10.9, -10.8], "s2": 2.004, "e_tot_ev": -29772.0329, "e_lumo_ev": [-7.51, -8.89]}